(1)
{"formula": "C41H43FN4O3S2SiW", "method": "ωB97M-V/def2-TZVPD", "elements": ["W", "C", "C", "C", "C", "C", "C", "C", "F", "C", "C", "C", "O", "C", "C", "N", "C", "C", "O", "O", "H", "H", "H", "H", "H", "H", "H", "H", "H", "H", "H", "C", "Si", "C", "N", "C", "C", "C", "C", "C", "C", "C", "C", "C", "C", "C", "C", "C", "C", "C", "C", "C", "H", "H", "H", "H", "H", "H", "H", "H", "H", "H", "H", "H", "H", "H", "H", "H", "H", "H", "H", "H", "H", "H", "H", "H", "C", "C", "N", "C", "C", "S", "C", "C", "S", "C", "N", "C", "H", "H", "H", "H", "H", "H", "H", "H"], "coordinates": [[-0.787, -0.595, 0.359], [-2.960, 6.390, -1.929], [-2.000, 6.389, -0.761], [-0.810, 7.307, -0.963], [-0.024, 7.421, 0.332], [0.264, 6.061, 0.922], [1.265, 5.905, 1.849], [1.581, 4.644, 2.356], [2.573, 4.554, 3.245], [0.934, 3.517, 1.951], [-0.092, 3.644, 1.004], [-0.759, 2.476, 0.489], [-0.538, 1.340, 1.064], [-1.634, 2.646, -0.575], [-1.998, 3.925, -0.958], [-1.476, 5.015, -0.431], [-0.440, 4.909, 0.510], [-2.232, 1.501, -1.293], [-3.238, 1.580, -1.940], [-1.486, 0.381, -1.222], [-3.317, 7.412, -2.054], [-3.837, 5.764, -1.769], [-2.469, 6.093, -2.859], [-2.530, 6.709, 0.141], [-1.173, 8.286, -1.271], [-0.188, 6.918, -1.774], [-0.589, 8.016, 1.054], [0.920, 7.941, 0.174], [1.844, 6.761, 2.177], [1.223, 2.548, 2.321], [-2.765, 4.047, -1.709], [1.339, -0.347, -0.030], [2.193, -1.900, -0.553], [1.168, -3.123, 0.464], [-0.292, -2.761, 0.476], [-1.026, -3.594, 1.478], [-1.052, -5.071, 1.100], [-1.396, -5.269, -0.392], [-1.957, -3.981, -0.994], [-0.883, -2.912, -0.891], [2.052, -2.157, -2.386], [2.917, -3.059, -3.016], [2.854, -3.280, -4.386], [1.921, -2.598, -5.153], [1.051, -1.695, -4.551], [1.119, -1.479, -3.181], [3.935, -2.125, 0.007], [4.444, -3.390, 0.322], [5.768, -3.550, 0.710], [6.601, -2.443, 0.791], [6.116, -1.177, 0.487], [4.791, -1.021, 0.098], [1.431, 0.424, -0.807], [1.853, 0.049, 0.847], [1.521, -3.036, 1.497], [1.266, -4.173, 0.176], [-2.039, -3.210, 1.555], [-0.538, -3.432, 2.437], [-1.803, -5.544, 1.735], [-0.105, -5.547, 1.350], [-2.111, -6.080, -0.516], [-0.505, -5.559, -0.955], [-2.875, -3.687, -0.482], [-2.199, -4.106, -2.049], [-1.306, -1.928, -1.226], [-0.082, -3.110, -1.601], [3.668, -3.585, -2.436], [3.540, -3.974, -4.854], [1.874, -2.766, -6.222], [0.331, -1.154, -5.152], [0.434, -0.756, -2.743], [3.811, -4.271, 0.260], [6.149, -4.535, 0.946], [7.634, -2.567, 1.092], [6.771, -0.317, 0.547], [4.430, -0.025, -0.146], [1.328, -0.440, 3.371], [-0.149, -0.600, 3.497], [-1.017, -0.761, 2.513], [-2.322, -0.899, 2.986], [-2.424, -0.838, 4.329], [-0.882, -0.617, 5.014], [-3.398, -1.093, 2.012], [-4.704, -1.324, 2.252], [-5.526, -1.524, 0.773], [-4.090, -1.308, -0.110], [-3.050, -1.074, 0.668], [-4.099, -1.416, -1.602], [1.545, 0.472, 2.825], [1.768, -1.277, 2.830], [1.797, -0.383, 4.351], [-3.312, -0.911, 4.937], [-5.213, -1.394, 3.200], [-4.516, -2.377, -1.903], [-3.101, -1.298, -2.006], [-4.709, -0.623, -2.029]], "forces_ev_per_angstrom": [[0.10, 0.42, 0.02], [0.00, 0.02, -0.12], [0.04, -0.22, 0.12], [0.06, 0.03, -0.05], [0.02, -0.12, 0.05], [-0.06, 0.07, -0.03], [0.11, 0.04, 0.06], [0.11, 0.17, 0.07], [-0.06, -0.02, -0.03], [-0.08, -0.06, -0.04], [-0.02, 0.02, 0.00], [0.19, -0.29, 0.36], [-0.14, -0.12, -0.07], [-0.12, 0.06, -0.09], [-0.08, 0.13, 0.03], [0.13, 0.16, 0.08], [-0.19, 0.16, -0.27], [0.56, -0.34, -0.04], [-0.20, -0.04, -0.15], [-0.18, 0.00, 0.18], [0.00, -0.02, -0.03], [-0.01, 0.05, 0.03], [-0.01, 0.00, 0.03], [-0.05, -0.03, 0.03], [0.01, 0.02, -0.02], [0.01, 0.01, 0.01], [-0.02, -0.02, 0.01], [0.01, 0.02, -0.02], [-0.01, -0.04, 0.01], [-0.02, -0.03, 0.02], [0.02, -0.05, 0.00], [-0.21, 0.12, -0.28], [-0.05, 0.20, -0.05], [-0.31, -0.33, 0.11], [0.09, 0.15, -0.02], [0.17, 0.05, -0.12], [-0.08, -0.04, 0.01], [-0.04, -0.03, 0.02], [0.10, -0.09, 0.02], [0.00, 0.05, 0.11], [-0.05, -0.13, -0.29], [0.01, -0.01, -0.06], [-0.03, 0.03, 0.05], [-0.04, 0.02, 0.00], [0.05, -0.05, 0.05], [0.06, 0.02, -0.11], [0.29, 0.07, 0.17], [0.09, 0.05, 0.02], [-0.06, 0.02, -0.02], [0.03, 0.02, 0.01], [-0.09, -0.04, -0.02], [0.09, -0.09, 0.02], [-0.01, 0.01, 0.03], [-0.01, 0.06, 0.02], [-0.02, -0.07, -0.01], [-0.01, 0.04, 0.03], [-0.08, 0.00, -0.01], [0.00, -0.04, 0.04], [0.00, -0.02, -0.03], [0.00, 0.00, -0.03], [0.01, 0.00, 0.01], [0.00, 0.02, 0.01], [0.00, 0.02, 0.02], [-0.02, -0.04, 0.00], [-0.02, -0.08, -0.14], [0.00, -0.01, 0.02], [-0.03, 0.04, -0.02], [-0.03, 0.02, 0.01], [-0.01, 0.02, 0.02], [0.01, -0.01, 0.01], [0.06, -0.01, 0.03], [0.01, 0.04, 0.00], [-0.01, 0.02, 0.00], [-0.02, 0.01, -0.01], [-0.02, -0.02, 0.00], [-0.01, -0.06, 0.01], [-0.15, -0.04, -0.01], [0.05, -0.12, -0.15], [-0.08, -0.12, -0.11], [0.09, 0.07, -0.37], [-0.07, -0.02, 0.23], [-0.05, 0.02, 0.48], [0.45, 0.11, -0.07], [-0.27, -0.03, 0.08], [-0.34, -0.11, 0.02], [0.15, 0.09, -0.03], [0.14, 0.01, 0.15], [0.03, 0.05, 0.16], [0.08, 0.08, -0.04], [0.01, 0.01, -0.04], [-0.04, 0.00, 0.02], [0.05, 0.01, -0.02], [0.01, 0.02, -0.05], [0.00, 0.02, 0.00], [0.03, 0.01, -0.03], [-0.04, 0.04, -0.03]], "spin_multiplicity": 3, "total_charge": 2, "homo_lumo_gap_ev": [7.69, 7.27], "e_tot_ev": -89400.096, "relative_energy_kcal_mol": 2.35}

(2)
{"formula": "C41H43N3O3", "method": "ωB97M-V/def2-TZVPD", "elements": ["C", "N", "C", "O", "C", "C", "C", "C", "C", "C", "C", "C", "N", "C", "C", "C", "C", "C", "C", "C", "C", "C", "C", "C", "C", "C", "C", "C", "C", "C", "C", "H", "H", "H", "H", "H", "H", "H", "H", "H", "H", "H", "H", "H", "H", "H", "H", "H", "H", "H", "H", "H", "H", "H", "H", "H", "H", "H", "C", "C", "N", "C", "C", "C", "C", "C", "C", "C", "C", "C", "C", "C", "O", "O", "H", "H", "H", "H", "H", "H", "H", "H", "H", "H", "H", "H", "H", "H", "H", "H"], "coordinates": [[1.395, 5.443, 1.469], [1.204, 4.536, 0.363], [2.076, 4.490, -0.694], [3.000, 5.280, -0.855], [1.697, 3.275, -1.543], [2.915, 2.374, -1.748], [3.315, 1.758, -0.426], [4.157, 2.443, 0.454], [4.431, 1.908, 1.713], [3.834, 0.708, 2.112], [3.005, 0.010, 1.224], [2.833, 0.504, -0.066], [0.628, 2.656, -0.756], [0.167, 1.409, -0.968], [-0.622, 0.732, -0.058], [-1.159, -0.529, -0.341], [-2.481, -0.886, 0.087], [-3.260, -1.791, -0.672], [-4.605, -1.995, -0.400], [-5.211, -1.341, 0.686], [-4.457, -0.445, 1.460], [-3.104, -0.243, 1.198], [0.285, 3.412, 0.464], [-1.144, 3.859, 0.503], [-1.499, 5.080, 0.046], [-2.814, 5.685, 0.159], [-3.108, 6.831, -0.617], [-4.310, 7.515, -0.455], [-5.253, 7.069, 0.485], [-4.989, 5.911, 1.232], [-3.792, 5.212, 1.066], [2.108, 6.219, 1.183], [0.439, 5.913, 1.724], [1.793, 4.898, 2.339], [1.291, 3.651, -2.501], [2.681, 1.622, -2.515], [3.741, 3.010, -2.094], [4.583, 3.397, 0.137], [5.102, 2.445, 2.389], [4.003, 0.304, 3.111], [2.498, -0.912, 1.519], [2.284, -0.080, -0.803], [0.425, 0.948, -1.926], [-0.835, 1.215, 0.903], [-0.623, -1.209, -1.001], [-2.784, -2.281, -1.527], [-5.178, -2.677, -1.035], [-6.264, -1.519, 0.909], [-4.917, 0.095, 2.288], [-2.506, 0.439, 1.805], [0.517, 2.803, 1.362], [-1.882, 3.104, 0.786], [-0.746, 5.686, -0.474], [-2.372, 7.155, -1.355], [-4.513, 8.400, -1.060], [-6.174, 7.633, 0.647], [-5.726, 5.554, 1.954], [-3.587, 4.301, 1.637], [3.423, -5.923, 0.489], [2.848, -4.542, 0.781], [2.708, -3.715, -0.423], [3.973, -3.447, -1.126], [4.808, -2.314, -0.562], [1.604, -2.921, -0.708], [0.317, -3.351, -0.166], [-0.652, -3.834, -1.090], [-1.455, -5.092, -0.809], [-1.510, -5.794, 0.404], [-2.296, -6.957, 0.522], [-3.012, -7.455, -0.577], [-2.966, -6.760, -1.795], [-2.192, -5.603, -1.903], [-0.875, -3.239, -2.179], [1.760, -1.947, -1.465], [3.327, -6.528, 1.394], [2.866, -6.430, -0.306], [4.482, -5.882, 0.207], [1.857, -4.640, 1.234], [3.520, -4.021, 1.488], [4.543, -4.380, -1.083], [3.739, -3.245, -2.180], [5.812, -2.384, -0.999], [4.371, -1.344, -0.835], [4.891, -2.356, 0.535], [0.160, -3.410, 0.917], [-0.938, -5.430, 1.261], [-2.333, -7.485, 1.476], [-3.600, -8.369, -0.491], [-3.511, -7.102, -2.679], [-2.160, -5.078, -2.858]], "forces_ev_per_angstrom": [[-0.08, 0.09, 0.29], [0.43, -0.34, -0.37], [0.25, 0.69, 0.89], [-1.01, -1.06, -0.32], [-0.19, 0.69, -0.45], [0.32, -0.09, 0.10], [0.50, -0.29, -0.05], [-0.11, 0.06, 0.05], [0.00, 0.01, 0.05], [-0.33, -0.10, -0.14], [0.39, 0.29, 0.10], [-0.50, 0.17, 0.07], [-0.46, -1.02, -0.19], [0.78, 0.48, 0.28], [0.06, -0.30, 0.51], [0.30, 0.34, -0.47], [-1.17, -0.31, 1.26], [0.59, 0.21, -0.36], [-0.23, 0.11, 0.56], [0.39, 0.01, -0.45], [0.32, -0.16, 0.14], [-0.08, -0.19, -0.85], [0.79, 0.26, -0.15], [-0.62, 0.71, -0.80], [0.53, -1.18, 0.09], [-1.22, 0.55, -0.04], [-0.01, -0.48, 0.41], [-0.18, -0.21, 0.18], [0.44, -0.11, -0.04], [0.10, 0.03, -0.22], [0.19, 0.37, -0.39], [-0.10, -0.23, -0.07], [0.22, -0.08, 0.09], [-0.13, 0.16, -0.13], [0.24, -0.21, 0.25], [0.22, 0.11, 0.28], [-0.33, -0.10, -0.21], [-0.08, -0.25, 0.22], [-0.23, -0.23, -0.20], [0.02, 0.18, -0.21], [0.33, 0.16, -0.11], [0.03, -0.02, 0.29], [0.01, 0.08, 0.36], [-0.34, -0.09, -0.64], [-0.24, 0.12, -0.61], [-0.13, 0.10, 0.30], [0.18, 0.23, 0.29], [0.33, 0.13, -0.05], [0.05, -0.23, -0.17], [-0.35, -0.18, -0.03], [0.05, 0.19, -0.30], [0.16, 0.50, 0.30], [-0.14, -0.13, 0.48], [-0.20, 0.06, 0.24], [0.04, -0.24, 0.20], [0.30, -0.25, -0.10], [0.20, 0.10, -0.21], [-0.13, 0.45, -0.07], [-0.12, -0.19, 0.11], [-0.13, 0.26, -0.43], [0.38, 0.26, 0.07], [-0.52, -0.18, -0.05], [0.07, 0.37, -0.05], [0.66, 0.74, -0.19], [-0.80, 0.02, 0.81], [-0.19, 1.18, -0.23], [-0.64, -0.33, -0.40], [-0.22, -0.11, -0.22], [0.13, 0.23, -0.35], [0.18, 0.41, 0.00], [0.38, 0.16, 0.33], [-0.15, -0.09, 0.25], [0.32, -0.82, 0.36], [-0.19, -0.67, 0.01], [0.16, -0.04, -0.06], [0.06, 0.17, 0.08], [-0.24, -0.10, 0.13], [0.25, 0.03, -0.06], [-0.30, -0.13, -0.04], [-0.08, 0.21, -0.14], [0.03, -0.06, 0.30], [-0.08, 0.14, 0.19], [0.21, -0.35, 0.14], [0.03, -0.04, -0.32], [0.36, -0.80, -0.48], [-0.17, -0.15, -0.23], [0.02, 0.14, -0.26], [0.16, 0.26, 0.05], [0.13, -0.04, 0.38], [0.11, -0.01, 0.39]], "spin_multiplicity": 1, "total_charge": 0, "homo_lumo_gap_ev": 4.59, "e_tot_ev": -53824.732, "relative_energy_kcal_mol": 29.79}

(3)
{"formula": "C41H44AsF5I2IrNPSb", "method": "ωB97M-V/def2-TZVPD", "elements": ["Ir", "I", "C", "I", "H", "H", "C", "Sb", "C", "C", "H", "H", "H", "H", "H", "H", "H", "H", "H", "C", "C", "As", "C", "C", "C", "C", "C", "C", "C", "C", "C", "C", "C", "C", "P", "C", "C", "C", "C", "C", "C", "C", "C", "C", "C", "C", "C", "H", "H", "H", "H", "H", "H", "H", "H", "H", "H", "H", "H", "H", "H", "H", "H", "H", "H", "H", "H", "H", "H", "H", "H", "C", "C", "C", "C", "C", "N", "H", "H", "H", "H", "H", "H", "H", "H", "H", "F", "C", "C", "C", "F", "C", "F", "C", "F", "C", "F"], "coordinates": [[0.219, -0.286, -0.044], [1.037, -2.696, 1.725], [-0.504, -3.698, 0.626], [-1.327, -2.497, -0.951], [-1.318, -3.928, 1.303], [-0.084, -4.596, 0.188], [3.232, -0.067, -3.251], [2.233, -1.221, -1.753], [1.723, -2.902, -2.980], [3.956, -2.013, -0.764], [4.133, -0.608, -3.530], [3.508, 0.918, -2.884], [2.577, 0.022, -4.112], [2.562, -3.107, -3.642], [0.837, -2.673, -3.569], [1.533, -3.780, -2.365], [4.489, -2.636, -1.479], [3.675, -2.605, 0.102], [4.593, -1.190, -0.449], [-0.328, 3.306, -1.732], [-0.968, 4.090, -2.914], [-2.888, 4.672, -2.960], [-3.863, 3.245, -3.889], [-5.020, 2.698, -3.356], [-5.698, 1.698, -4.043], [-5.242, 1.280, -5.285], [-4.116, 1.867, -5.844], [-3.423, 2.846, -5.149], [-2.926, 5.867, -4.500], [-4.209, 6.272, -4.868], [-4.413, 6.967, -6.046], [-3.326, 7.287, -6.852], [-2.047, 6.902, -6.480], [-1.838, 6.214, -5.291], [-0.887, 1.588, -1.287], [-2.519, 1.823, -0.518], [-3.310, 0.713, -0.206], [-4.428, 0.838, 0.596], [-4.791, 2.079, 1.106], [-4.026, 3.190, 0.798], [-2.888, 3.063, 0.011], [-0.961, 0.773, -2.917], [-1.895, -0.197, -3.270], [-1.762, -0.880, -4.471], [-0.742, -0.567, -5.354], [0.182, 0.414, -5.018], [0.099, 1.043, -3.788], [-0.384, 3.883, -0.810], [0.740, 3.220, -1.950], [-0.795, 3.550, -3.846], [-0.423, 5.036, -2.956], [-5.398, 3.063, -2.409], [-6.589, 1.258, -3.614], [-5.774, 0.507, -5.825], [-3.771, 1.567, -6.825], [-2.545, 3.305, -5.592], [-5.050, 6.027, -4.227], [-5.411, 7.266, -6.333], [-3.476, 7.850, -7.763], [-1.206, 7.134, -7.120], [-0.831, 5.931, -5.009], [-3.055, -0.264, -0.592], [-5.015, -0.039, 0.831], [-5.657, 2.175, 1.748], [-4.285, 4.161, 1.198], [-2.259, 3.930, -0.094], [-2.747, -0.411, -2.635], [-2.477, -1.652, -4.722], [-0.660, -1.083, -6.301], [0.959, 0.692, -5.719], [0.866, 1.751, -3.499], [4.965, 0.646, 2.602], [3.750, 1.588, 2.577], [4.155, 2.993, 2.092], [3.092, 1.660, 3.965], [2.782, 1.073, 1.623], [2.045, 0.690, 0.833], [5.697, 1.031, 3.310], [5.438, 0.585, 1.622], [4.676, -0.357, 2.917], [4.891, 3.410, 2.776], [3.290, 3.655, 2.063], [4.595, 2.950, 1.096], [3.812, 2.065, 4.674], [2.790, 0.671, 4.308], [2.217, 2.309, 3.952], [-0.073, 2.602, 1.300], [-0.830, 1.753, 2.039], [-0.837, 0.408, 1.712], [-1.712, -0.365, 2.456], [-1.837, -1.684, 2.177], [-2.521, 0.136, 3.462], [-3.372, -0.661, 4.095], [-2.458, 1.486, 3.767], [-3.229, 1.997, 4.711], [-1.601, 2.303, 3.045], [-1.563, 3.609, 3.284]], "forces_ev_per_angstrom": [[1.98, 1.15, 1.38], [-0.47, 0.37, -0.80], [-0.07, -0.10, 0.09], [0.60, 0.84, 0.57], [0.06, 0.07, 0.06], [0.01, 0.05, -0.06], [-0.07, -0.01, 0.25], [-0.37, -0.18, -0.43], [0.03, 0.22, 0.20], [-0.24, 0.24, 0.01], [0.02, -0.06, 0.01], [-0.03, 0.04, 0.02], [0.06, 0.00, 0.01], [0.03, 0.01, -0.01], [0.00, 0.02, -0.02], [-0.01, -0.02, 0.02], [0.01, 0.01, -0.02], [0.01, -0.04, -0.01], [0.04, 0.00, 0.00], [0.41, 0.00, 0.45], [-0.38, -0.73, -0.48], [-0.58, 0.35, 0.97], [0.74, 0.04, -0.18], [0.14, -0.02, 0.18], [-0.07, -0.02, -0.05], [-0.07, -0.07, 0.06], [0.22, 0.01, -0.10], [-0.10, -0.31, 0.10], [0.34, -0.13, -0.01], [0.06, -0.07, 0.07], [0.10, 0.12, 0.07], [0.01, -0.03, -0.03], [0.06, 0.17, -0.01], [-0.16, -0.22, 0.00], [-0.56, -1.01, -0.27], [0.14, -0.08, 0.16], [-0.12, 0.06, -0.27], [-0.10, -0.11, -0.10], [0.05, 0.06, -0.11], [0.00, -0.01, -0.02], [0.20, -0.11, 0.10], [0.19, 0.04, 0.18], [-0.12, 0.03, -0.02], [-0.18, -0.10, 0.00], [0.12, 0.04, -0.04], [-0.13, -0.06, -0.02], [-0.18, 0.08, 0.10], [0.05, -0.02, 0.03], [0.04, 0.01, 0.10], [0.23, 0.07, -0.04], [0.05, -0.05, -0.02], [0.01, -0.07, 0.12], [-0.02, 0.03, -0.02], [-0.03, 0.02, -0.01], [-0.05, -0.03, -0.03], [-0.03, 0.01, -0.04], [-0.03, -0.03, -0.09], [0.00, 0.03, 0.01], [-0.01, -0.06, -0.05], [0.01, 0.08, 0.03], [0.00, -0.03, -0.06], [-0.01, 0.01, 0.16], [-0.03, -0.01, 0.00], [-0.03, -0.01, 0.00], [0.00, 0.02, -0.01], [-0.04, 0.10, -0.20], [-0.04, 0.10, -0.05], [-0.07, 0.04, -0.06], [-0.05, 0.00, -0.02], [0.06, -0.05, 0.02], [-0.03, 0.08, -0.11], [-0.09, -0.06, -0.11], [0.51, 0.30, 0.39], [-0.09, -0.03, -0.08], [-0.15, -0.06, -0.11], [-0.17, -0.12, -0.41], [-1.92, -0.46, -0.43], [-0.02, 0.03, 0.02], [0.03, 0.01, -0.01], [0.03, -0.02, 0.03], [0.00, -0.03, 0.04], [0.01, 0.04, 0.02], [0.04, 0.02, 0.00], [0.04, 0.00, -0.02], [0.00, -0.01, 0.04], [-0.01, 0.02, 0.02], [-0.02, 0.14, 0.11], [0.21, -0.30, 0.06], [-0.16, -0.28, -1.16], [0.24, 0.04, -0.03], [-0.25, 0.01, 0.00], [0.15, -0.02, -0.06], [0.00, 0.02, 0.07], [0.05, -0.06, -0.07], [-0.03, 0.02, 0.02], [0.03, 0.00, 0.00], [-0.01, 0.01, 0.02]], "spin_multiplicity": 1, "total_charge": 2, "homo_lumo_gap_ev": 4.80, "e_tot_ev": -153997.892, "relative_energy_kcal_mol": 55.17}